1.
ORCA calculation (ωB97M-V/def2-TZVPD) on C31H55BrNP3Zn as an isolated structure at a distorted geometry.

## Properties
* net charge: +2
* E_HOMO: -0.4352 Ha
* frontier orbital gap: 5.61 eV
* relative energy (zero: lowest compared OMol25 entry of this formula, charge and spin): 0.0 kJ/mol
* LUMO: -6.230 eV
* maximum force: 2.9 eV Å⁻¹
* molecular weight: 680.00 g mol⁻¹

Structure (XYZ):
```
92
Properties=species:S:1:pos:R:3:forces:R:3
H -0.39173 -3.14594 2.16120 -0.07 -0.42 -0.21
C -0.65490 2.09716 -0.43607 -0.41 -0.64 -0.25
H 1.14956 2.05130 2.90664 -0.14 -0.36 0.13
C -0.42969 -1.23590 4.21352 0.34 -0.37 -1.10
C -3.22365 0.36386 2.80520 -0.19 0.14 0.15
C -3.89535 3.34220 -3.03511 0.12 -0.38 -0.21
H -0.57950 2.38400 0.62902 0.04 0.05 -0.72
H -3.46340 -2.83577 0.60827 -0.03 0.62 -0.07
C -0.35761 -3.60175 1.16090 0.38 0.38 0.70
C -3.22272 -1.96430 -0.02491 -0.59 -0.23 -0.05
C 5.18448 -2.02584 2.37688 -0.15 -0.26 0.44
Zn 0.26383 -0.08887 0.53153 -0.61 0.04 1.02
H -1.40108 -5.13638 -0.01283 0.03 0.07 0.27
Br 2.35902 1.15967 -0.55312 -1.95 0.44 0.61
C 0.86792 -2.58688 -1.23159 0.32 -0.32 0.04
H 0.63224 -1.47849 4.40733 -0.41 -0.09 -0.28
H -2.36059 -4.51804 1.35792 0.34 0.02 -0.17
H 7.65325 1.27458 0.06696 -0.21 0.04 -0.07
C 0.45052 1.49855 -1.12920 0.00 0.17 -0.92
N -6.75761 5.09613 -5.66118 0.13 -0.38 -0.72
H 6.14433 -2.43668 2.00765 -0.68 0.15 0.02
C -1.91272 2.23147 -1.12091 1.17 -0.48 0.11
P 5.41957 -0.89293 0.00683 2.81 -0.57 -0.11
H -0.89441 -2.09905 3.70503 0.24 0.29 0.33
H 3.69969 -1.71159 -1.38428 0.14 0.20 -0.54
C 0.33366 1.18214 -2.50067 -1.15 -0.29 -0.76
H -0.52964 -0.31519 6.17899 -0.34 -0.18 -0.18
C -1.34497 -4.76293 1.01833 -0.24 -0.09 -0.03
C 0.96258 1.22207 3.61419 0.55 0.35 0.29
H -4.64007 2.45712 -5.49890 -0.23 0.41 -0.07
H 1.18945 -3.61140 -0.98222 0.07 0.30 -0.36
H 3.63161 -2.37631 0.79400 0.67 0.78 0.42
H -2.81111 2.56299 -0.58061 0.68 0.00 -0.15
H -4.11754 -1.74266 -0.64342 0.54 -0.20 0.35
H 1.88367 0.59709 3.61814 -0.48 0.30 -0.28
H 6.65256 2.73220 -0.16979 0.04 -0.40 -0.10
H 0.25704 -1.44050 -3.03055 0.03 -0.69 0.34
C 0.79647 1.79303 5.04119 -0.03 0.03 0.06
C 4.26928 -1.55486 1.23111 -0.66 0.38 0.13
H -7.11658 6.54049 -4.22018 0.28 -0.42 -0.09
C -5.13940 3.37873 -5.18975 -0.63 0.59 -0.12
H -2.08053 -3.34344 -1.31189 -0.19 0.61 0.16
C -5.60748 5.10045 -3.56071 0.19 -0.67 -0.83
H 4.65489 -0.40876 -2.20031 -0.16 -0.43 -0.16
C -2.02868 -2.30941 -0.90913 0.05 -0.01 -0.58
H 1.16519 0.75689 -3.08444 -0.34 0.35 0.55
H 4.58303 1.32767 -0.16131 0.42 0.57 0.30
C 6.70804 1.64571 -0.34432 -0.10 -0.08 -0.04
C 0.44390 -2.48236 -2.69010 0.17 -0.14 -0.68
C 5.54137 -2.42910 -2.33125 -0.09 0.12 -0.15
H -3.03324 -1.07643 0.59825 -0.03 -0.51 -0.25
P -0.37001 0.14866 2.94325 0.38 0.52 1.01
H 3.63121 -0.66657 1.49421 0.02 -1.01 0.35
H 1.26412 -2.89121 -3.31027 -0.50 0.23 0.16
C -3.10431 2.30438 -3.35860 -0.76 0.53 0.17
H -1.83628 1.99934 2.62244 -0.04 -0.10 0.30
H -1.19161 -1.94889 6.06495 -0.02 0.25 -0.09
C 4.71201 -1.34058 -1.61153 -0.31 0.51 -0.25
H 4.70611 -2.78988 2.99129 -0.02 0.09 0.14
H 1.71036 -1.91192 -0.99356 -0.21 -0.42 -0.26
H 5.43155 -3.41055 -1.84714 0.05 0.34 -0.02
H -3.34192 0.35280 1.72324 0.02 -0.06 0.07
H 0.66613 -3.99098 1.05026 -0.20 0.20 0.08
H 6.61772 -2.19099 -2.36096 -0.49 0.02 0.09
H -5.44999 5.56888 -2.61103 0.07 0.20 0.41
H -0.99581 -5.58873 1.64944 -0.06 0.17 -0.18
H -3.15005 1.85126 -4.34669 0.04 0.04 0.28
H -4.07724 0.92397 3.19917 0.11 -0.13 0.00
H -2.14040 -0.58504 5.45053 0.32 -0.14 -0.01
H 1.00820 1.01183 5.78522 -0.08 0.37 -0.20
H -1.94896 1.35460 4.26966 -0.03 -0.06 -0.33
H -0.21477 2.19149 5.22756 0.45 -0.11 -0.06
H 6.71898 1.46799 -1.43165 0.04 0.10 0.35
P -0.44094 -2.20338 -0.02682 -0.14 -0.61 -0.92
C -1.12105 -0.98616 5.54277 -0.18 0.25 0.42
H -0.46581 -3.08927 -2.86813 0.60 0.36 -0.10
H -6.23795 3.54789 -7.04261 -0.27 0.54 0.45
H -1.03684 1.18373 -4.24495 0.59 0.03 0.92
C -6.53325 5.64443 -4.46760 0.48 -0.73 0.09
H 5.44225 1.14797 1.38952 0.05 -0.26 -0.45
H 5.44997 -1.18095 3.01861 -0.04 -0.10 0.00
C -1.93695 1.07064 3.20730 0.37 0.47 -0.11
H 5.18756 -2.53445 -3.36569 0.10 -0.02 0.21
H -3.28551 -0.65439 3.19650 -0.01 0.04 -0.09
C -6.08101 3.99717 -6.05205 0.88 -0.11 1.65
C 5.50478 0.94657 0.30334 -0.96 -0.16 -0.51
H -3.75858 3.81281 -2.07549 -0.01 0.21 0.21
H -1.97717 -1.61801 -1.77328 0.09 -0.34 0.38
C -4.87674 3.93797 -3.91481 -1.37 0.59 -1.25
C -2.00956 1.93170 -2.50701 0.99 0.16 0.88
C -0.88995 1.38797 -3.16114 0.76 -0.23 0.11
H 1.51871 2.61417 5.20145 -0.35 -0.42 -0.09
```
Positions in Å, forces in eV/Å.



2.
ORCA calculation (ωB97M-V/def2-TZVPD) on C31H55FeO6Si as an isolated structure at a distorted geometry.

## Properties
* net charge: -1
* E_HOMO (alpha / beta): -0.1279 / -0.1436 Ha
* frontier orbital gap (alpha / beta): 5.85 / 6.27 eV
* relative energy (zero: lowest compared OMol25 entry of this formula, charge and spin): 0.0 kJ/mol
* 2S+1: 5
* <S²>: 6.023
* LUMO (alpha / beta): 2.366 / 2.366 eV
* maximum force: 2.2 eV Å⁻¹
* molecular weight: 607.71 g mol⁻¹

Structure (XYZ):
```
94
Properties=species:S:1:pos:R:3:forces:R:3
H 0.74043 1.39137 6.08473 -0.04 0.01 -0.14
H -3.88815 -3.28851 3.90101 0.04 0.20 0.03
H 3.44707 -0.49732 -1.60994 0.21 -0.07 -0.24
H 1.21571 2.89464 -1.84719 -0.24 -0.14 0.29
H 1.72539 -4.22034 4.42289 -0.09 0.05 -0.04
H -0.69194 -0.86562 -2.75712 -0.07 0.25 0.32
C 0.92579 2.27837 1.45971 0.44 1.18 -0.77
C -0.19792 3.12034 1.20601 0.68 -0.52 -0.66
H -2.34713 2.92083 4.71809 0.13 -0.09 -0.04
H -1.44653 -3.59032 2.46503 0.28 0.05 0.05
H -0.69612 3.18457 4.11253 -0.09 -0.18 0.10
O -2.45131 -1.52558 2.47534 -1.09 -0.17 0.36
H 0.19771 -3.52258 1.78307 -0.11 0.00 0.14
H -2.30127 -1.60944 -0.69844 0.19 0.35 -0.03
H -4.38921 -1.52842 0.64504 0.06 -0.08 0.17
C -3.87442 -1.44475 2.75493 0.94 0.10 -0.26
H -0.97702 1.82055 -3.10139 -0.03 -0.14 0.40
H -5.27115 -2.22523 4.20346 0.14 0.01 -0.06
H -5.41593 0.03190 3.03310 0.13 -0.07 -0.06
H -0.61668 -4.23614 5.41425 0.01 0.13 -0.08
H 0.84941 0.53676 -7.72467 0.09 -0.09 -0.08
H 1.40081 1.17452 -4.46737 0.08 -0.35 0.10
C -1.28894 2.69557 4.89279 -0.04 0.29 0.01
C -4.58374 -2.08090 1.56973 -0.17 -0.09 -0.25
H -1.54600 0.99055 6.99831 -0.06 -0.06 -0.14
C -2.90989 0.55062 -0.65135 0.57 -0.21 -0.92
C 1.56116 -3.17521 4.13822 0.27 -0.05 -0.01
H 1.68450 2.90131 -7.47971 0.18 0.13 0.02
C -0.38619 -3.76106 2.67953 -0.07 -0.34 -0.08
H -1.00429 3.12902 5.85831 -0.03 -0.02 -0.07
C 2.88772 1.13357 -7.40108 0.14 0.08 -0.62
C -4.18941 -2.23963 4.01534 -0.14 -0.10 0.25
H 4.37243 -0.27978 -8.26438 0.19 0.23 -0.02
C -1.28773 -0.19898 -2.13327 -0.50 0.44 0.41
C 0.08674 -2.91151 3.85230 -0.03 0.87 -0.42
Fe -0.40831 0.98393 -0.25253 -0.66 0.29 0.12
C 1.79505 0.49738 -3.70650 -1.33 0.17 0.77
H 0.61219 -0.16435 5.24685 -0.02 0.28 -0.15
H -2.86432 2.68376 -1.33431 0.30 -0.29 0.08
H 2.98750 1.70564 -2.31109 -0.03 -0.22 -0.16
H 2.61799 1.62116 0.11718 -0.43 -0.01 0.01
H 3.43206 3.22654 -7.22698 -0.19 -0.14 -0.04
C 1.85033 0.24150 -8.05818 -0.20 0.06 0.02
C 4.20070 0.23476 -6.11606 -0.15 -0.22 0.40
H 4.96453 0.68576 -5.47243 -0.16 -0.19 0.03
O 2.90872 0.89971 -5.96514 1.45 0.14 -1.65
H 1.04069 1.31051 4.33717 -0.12 -0.14 0.12
C 2.70210 2.59776 -7.75029 -0.18 -0.06 0.01
H 3.70928 1.42539 -3.92348 -0.03 0.13 0.28
H 1.23426 1.90824 2.43339 -0.15 -0.03 -0.39
C -0.73403 -3.18902 5.10477 -0.23 -0.10 0.16
C 3.73613 -0.34395 -2.66018 -0.24 -0.09 0.44
H 1.92339 -2.54861 4.96135 -0.12 0.00 -0.15
H -5.66542 -2.08307 1.74438 0.07 -0.01 -0.02
H 2.82529 2.74210 -8.83199 -0.02 -0.03 0.18
H 2.16964 -2.96836 3.25138 -0.14 0.05 0.11
H -0.25272 -4.82543 2.91127 0.05 0.10 -0.03
O -1.48943 0.68884 3.62573 0.25 0.35 1.01
C 4.32167 0.58228 -7.59590 -0.41 0.10 0.32
C 0.90132 2.77169 -0.81192 -0.13 0.25 0.99
C 0.42617 0.90961 5.14879 0.40 -0.01 0.33
C -1.04727 1.19360 4.91418 -0.14 -0.34 -0.91
C -4.32343 -0.00261 2.91898 -0.35 0.29 0.14
H -4.05828 0.59459 2.03940 0.07 -0.10 0.29
H -1.80203 -3.01556 4.92108 0.32 0.06 0.05
H 5.08676 1.33356 -7.81042 -0.17 -0.16 -0.13
C -0.26487 3.36022 -0.19931 1.44 0.45 0.44
H 2.64823 -2.22304 -2.88083 0.23 0.21 -0.38
H -0.98604 4.00143 -0.69843 0.15 -0.29 0.09
H -3.70173 -1.80940 4.89886 0.02 -0.07 -0.21
H 3.78263 -1.87426 -4.23022 -0.35 0.01 0.06
H -3.88368 0.44900 3.81328 0.01 -0.05 -0.29
C 3.05619 -1.42640 -3.53546 -0.30 -0.28 0.44
H 1.03871 0.43963 -2.90246 0.38 -0.06 -0.19
C 3.11601 0.98129 -3.12059 0.20 -0.49 -0.66
H 4.10775 -0.84289 -5.92021 0.06 0.38 0.05
C 1.64206 2.09679 0.22817 -0.62 0.49 0.16
H 2.01396 -0.80317 -7.76153 -0.06 0.24 -0.12
Si -1.09967 -0.59867 2.66596 0.35 0.61 -1.19
O 1.96553 -0.83070 -4.26341 1.07 0.61 0.83
H -4.26049 -3.11862 1.43025 0.04 0.15 0.03
H -1.67974 -0.52140 6.09085 -0.11 0.18 -0.14
H 4.83257 -0.38391 -2.72837 -0.29 0.06 -0.01
C -2.44383 1.68088 -1.39029 -0.26 -1.05 -0.59
C -2.17191 -0.59772 -1.08006 -0.47 0.66 -0.70
O -0.51944 -0.12001 1.25349 -0.29 -1.25 1.81
H -3.73975 0.54220 0.05101 0.45 0.12 -0.03
H -2.92880 0.75762 5.91449 0.16 -0.11 -0.03
H -0.39209 -2.55788 5.93614 -0.11 -0.06 -0.20
C -1.44303 1.22593 -2.31544 -0.83 -0.59 0.21
O -0.00560 -1.50389 3.50902 0.11 -1.01 0.37
H 1.90577 0.33526 -9.15388 -0.03 -0.08 0.28
C -1.85696 0.56029 6.03643 -0.16 -0.13 0.26
H -0.86622 3.53091 1.95625 -0.10 -0.37 -0.24
```
Positions in Å, forces in eV/Å.